Record 1
A molecular structure, C32H20BrN7O2S3Tb, computed with ωB97M-V/def2-TZVPD.

Results
* gap between HOMO and LUMO (alpha / beta): 7.08 / 7.05 eV

```
! wB97M-V def2-TZVPD RIJCOSX def2/J DEFGRID3
* xyz 1 7
Tb -0.07 -0.02 0.41
S -1.58 1.64 1.72
C -1.64 0.61 3.14
C -1.66 1.25 4.39
C -1.63 0.53 5.57
C -1.57 1.22 6.82
N -1.49 1.78 7.82
C -1.60 -0.88 5.53
C -1.62 -1.52 4.30
C -1.63 -0.81 3.10
S -1.59 -1.76 1.62
C -1.51 -1.64 6.73
N -1.42 -2.27 7.69
H -1.68 2.33 4.42
H -1.60 -2.60 4.27
N 4.33 0.07 1.57
C 3.91 0.03 2.89
C 4.60 0.00 4.10
C 3.83 -0.04 5.24
C 2.43 -0.06 5.19
C 1.75 -0.03 3.99
C 2.51 0.01 2.83
N 2.12 0.04 1.49
C 3.24 0.07 0.79
C 3.24 0.11 -0.67
C 4.30 0.14 -1.52
S 3.76 0.16 -3.14
C 2.14 0.13 -2.58
N 2.01 0.10 -1.29
H 5.29 0.08 1.27
H 5.68 0.01 4.15
H 4.31 -0.06 6.21
H 1.86 -0.09 6.12
H 0.67 -0.05 3.95
H 5.35 0.15 -1.29
H 1.31 0.13 -3.28
C -0.87 2.75 -1.54
O -0.87 1.32 -1.57
C -1.57 0.72 -2.60
C -2.24 1.41 -3.58
C -2.89 0.71 -4.59
Br -3.78 1.67 -5.95
C -2.91 -0.67 -4.60
C -2.26 -1.37 -3.59
C -1.56 -0.68 -2.61
O -0.79 -1.34 -1.66
C -2.31 -2.84 -3.60
N -2.28 -3.53 -4.70
C -2.34 -4.86 -4.32
C -2.38 -6.01 -5.10
C -2.50 -7.22 -4.45
C -2.58 -7.29 -3.06
C -2.54 -6.17 -2.26
C -2.42 -4.95 -2.92
N -2.37 -3.64 -2.47
H -0.41 3.16 -2.44
H -0.27 3.04 -0.67
H -1.88 3.13 -1.42
H -2.27 2.49 -3.60
H -3.41 -1.23 -5.37
H -0.80 -2.28 -1.89
H -2.31 -5.93 -6.18
H -2.54 -8.13 -5.03
H -2.69 -8.27 -2.59
H -2.61 -6.24 -1.18
H -2.72 -3.35 -1.57
*
```

Quick look at the Mulliken charges, all values in e: number 1, Tb, carries 0.617; number 2, S, carries -0.615; number 3, C, carries 0.771; number 4, C, carries -0.863; number 5, C, carries 0.654; number 6, C, carries -0.329; number 7, N, carries -0.470; number 8, C, carries 0.614; number 9, C, carries -0.812; number 10, C, carries 0.766; number 11, S, carries -0.498; number 12, C, carries -0.320; number 13, N, carries -0.469; number 14, H, carries 0.544; number 15, H, carries 0.547; number 16, N, carries -0.026; number 17, C, carries 0.561; number 18, C, carries -1.227; number 19, C, carries -0.498; number 20, C, carries -0.739; number 21, C, carries 0.573; number 22, C, carries -0.198; number 23, N, carries -0.129; number 24, C, carries 0.215; number 25, C, carries -0.177; number 26, C, carries -0.316; number 27, S, carries -0.075; number 28, C, carries -0.311; number 29, N, carries 0.129; number 30, H, carries 0.228; number 31, H, carries 0.399; number 32, H, carries 0.407; number 33, H, carries 0.499; number 34, H, carries -0.088; number 35, H, carries 0.401; number 36, H, carries 0.375; number 37, C, carries -1.342; number 38, O, carries 0.538; number 39, C, carries 0.293; number 40, C, carries -0.519; number 41, C, carries -0.604; number 42, Br, carries -0.166; number 43, C, carries -0.848; number 44, C, carries 0.718; number 45, C, carries 0.877; number 46, O, carries -0.273; number 47, C, carries -0.020; number 48, N, carries -0.715; number 49, C, carries 0.674; number 50, C, carries -0.801; number 51, C, carries -0.498; number 52, C, carries -0.480; number 53, C, carries -0.957; number 54, C, carries 0.510; number 55, N, carries -0.088; number 56, H, carries 0.470; number 57, H, carries 0.355; number 58, H, carries 0.451; number 59, H, carries 0.577; number 60, H, carries 0.605; number 61, H, carries 0.239; number 62, H, carries 0.453; number 63, H, carries 0.396; number 64, H, carries 0.392; number 65, H, carries 0.417; number 66, H, carries 0.208

=====

Record 2
A molecular structure, C32H20GaN7O2, computed with ωB97M-V/def2-TZVPD.

Results
* gap between HOMO and LUMO: 6.30 eV

```
! wB97M-V def2-TZVPD RIJCOSX def2/J DEFGRID3
* xyz 0 1
Ga -17.54 7.33 7.94
O -23.36 7.82 4.33
C -22.92 8.71 5.11
O -23.51 9.74 5.56
C -21.58 8.50 5.62
C -20.97 9.39 6.54
C -19.73 9.07 7.11
N -19.01 7.95 6.76
C -19.60 7.08 5.87
C -20.83 7.33 5.26
C -18.80 5.88 5.67
C -19.13 4.88 4.74
C -18.31 3.75 4.64
C -17.16 3.65 5.45
C -16.87 4.67 6.34
N -17.66 5.78 6.45
C -19.08 9.87 8.15
C -19.57 11.10 8.62
C -18.90 11.75 9.65
C -17.71 11.18 10.17
C -17.26 9.97 9.66
N -17.91 9.32 8.67
H -21.43 10.32 6.87
H -21.17 6.59 4.53
H -20.00 5.01 4.11
H -18.58 2.97 3.94
H -16.50 2.80 5.39
H -15.98 4.62 6.95
H -20.48 11.51 8.17
H -19.29 12.67 10.07
H -17.15 11.66 10.98
H -16.34 9.54 10.04
N -15.69 6.86 8.90
C -15.53 6.06 10.15
C -14.20 5.91 10.55
C -13.88 5.22 11.72
C -14.93 4.69 12.50
C -16.26 4.84 12.10
C -16.62 5.53 10.91
C -18.05 5.66 10.52
C -18.98 4.99 11.37
C -20.36 5.03 11.16
C -20.83 5.74 10.06
C -19.93 6.38 9.19
C -18.55 6.36 9.37
H -15.24 7.78 9.01
H -15.21 6.41 8.11
H -13.42 6.37 9.94
H -12.85 5.10 12.04
H -14.70 4.15 13.41
H -17.03 4.42 12.74
H -18.63 4.40 12.20
H -21.04 4.49 11.81
H -21.91 5.84 9.87
H -20.36 6.88 8.33
N -16.16 8.18 6.74
C -16.04 8.78 5.73
C -15.79 9.46 4.57
C -15.94 10.87 4.52
N -16.01 12.04 4.50
C -15.49 8.74 3.39
N -15.22 8.15 2.40
*
```

Quick look at the natural (NBO) charges, all values in e: number 1, Ga, carries 1.690; number 2, O, carries -0.705; number 3, C, carries 0.662; number 4, O, carries -0.706; number 5, C, carries 0.042; number 6, C, carries -0.190; number 7, C, carries 0.247; number 8, N, carries -0.603; number 9, C, carries 0.143; number 10, C, carries -0.168; number 11, C, carries 0.279; number 12, C, carries -0.219; number 13, C, carries -0.123; number 14, C, carries -0.237; number 15, C, carries 0.072; number 16, N, carries -0.534; number 17, C, carries 0.179; number 18, C, carries -0.199; number 19, C, carries -0.122; number 20, C, carries -0.237; number 21, C, carries 0.082; number 22, N, carries -0.514; number 23, H, carries 0.256; number 24, H, carries 0.258; number 25, H, carries 0.242; number 26, H, carries 0.237; number 27, H, carries 0.237; number 28, H, carries 0.201; number 29, H, carries 0.244; number 30, H, carries 0.237; number 31, H, carries 0.237; number 32, H, carries 0.200; number 33, N, carries -0.882; number 34, C, carries 0.084; number 35, C, carries -0.217; number 36, C, carries -0.209; number 37, C, carries -0.191; number 38, C, carries -0.216; number 39, C, carries 0.033; number 40, C, carries 0.007; number 41, C, carries -0.214; number 42, C, carries -0.210; number 43, C, carries -0.212; number 44, C, carries -0.157; number 45, C, carries -0.560; number 46, H, carries 0.411; number 47, H, carries 0.410; number 48, H, carries 0.215; number 49, H, carries 0.225; number 50, H, carries 0.222; number 51, H, carries 0.216; number 52, H, carries 0.199; number 53, H, carries 0.220; number 54, H, carries 0.221; number 55, H, carries 0.189; number 56, N, carries -0.672; number 57, C, carries 0.541; number 58, C, carries -0.553; number 59, C, carries 0.291; number 60, N, carries -0.335; number 61, C, carries 0.292; number 62, N, carries -0.339

=====

no.,maximum force (eV/Å),calculated total energy (a.u.)
1,0.52,-6358.21082
2,3.95,-3690.00753